1.
DFT (ωB97M-V/def2-TZVPD) results for the molecule C18H23N5OS.

XYZ file:
```
48
Properties=species:S:1:pos:R:3:lowdin_charge:R:1
N 1.11 -10.51 0.82 0.172
C 1.41 -9.44 0.54 -0.217
C 1.79 -8.10 0.25 -0.623
N 2.44 -7.79 -0.82 0.057
N 2.68 -6.47 -0.85 -0.001
C 2.21 -5.68 0.19 -0.631
N 2.30 -4.44 0.39 0.027
C 2.96 -3.59 -0.58 -0.214
C 1.95 -2.82 -1.43 -0.299
C 2.65 -1.93 -2.48 -0.150
C 1.85 -0.63 -2.51 -0.142
C 1.52 -0.45 -1.03 -0.298
N 0.58 0.59 -0.66 0.104
C -0.22 1.35 -1.47 -0.495
O -0.29 1.26 -2.68 0.067
C -1.08 2.26 -0.71 0.100
C -1.78 3.02 -0.10 0.028
C -2.63 3.96 0.62 -0.332
C -2.72 3.62 2.11 -0.170
C -3.63 4.60 2.85 -0.205
C -3.17 6.04 2.65 -0.212
C -3.06 6.38 1.17 -0.204
C -2.15 5.41 0.43 -0.166
C 1.08 -1.86 -0.59 -0.098
S 1.41 -6.78 1.32 1.088
H 3.15 -6.11 -1.67 0.142
H 3.57 -2.87 -0.02 0.123
H 3.65 -4.13 -1.24 0.108
H 1.31 -3.55 -1.93 0.139
H 3.68 -1.73 -2.16 0.114
H 2.70 -2.41 -3.46 0.113
H 2.40 0.21 -2.93 0.122
H 0.93 -0.75 -3.08 0.114
H 2.46 -0.21 -0.51 0.152
H 0.48 0.78 0.32 0.140
H -3.64 3.89 0.20 0.154
H -3.07 2.59 2.23 0.117
H -1.71 3.66 2.53 0.123
H -4.65 4.49 2.48 0.116
H -3.65 4.35 3.91 0.109
H -3.86 6.72 3.15 0.108
H -2.19 6.17 3.13 0.115
H -4.06 6.36 0.72 0.116
H -2.68 7.40 1.05 0.109
H -1.13 5.48 0.82 0.125
H -2.10 5.65 -0.63 0.119
H 0.02 -1.97 -0.83 0.124
H 1.19 -2.03 0.48 0.111
```

The value obtained for the orbital gap is 0.3287 hartree. As for the energy: -1446.83701 Ha. As for the energy above the lowest of the compared OMol25 structures with the same formula, charge and spin: 66.50 kcal/mol. As for the charge: 0. As for the HOMO energy: -8.9115 eV.

2.
DFT (ωB97M-V/def2-TZVPD) results for the molecule C18H23NO4.

XYZ file:
```
46
Properties=species:S:1:pos:R:3:lowdin_charge:R:1
C 1.66 4.09 3.30 -0.010
C 0.13 4.02 2.78 -0.393
O -0.11 4.66 1.72 0.043
O -0.90 3.32 3.51 -0.102
C -1.14 2.05 2.79 -0.162
C -2.71 1.74 2.86 -0.157
C -3.40 1.41 1.45 -0.199
C -2.48 0.60 0.41 -0.221
C -3.28 -0.58 -0.36 -0.214
C -2.52 -1.16 -1.65 -0.213
C -0.93 -0.98 -1.66 -0.208
C -0.18 -1.83 -0.48 -0.133
C 1.24 -2.39 -1.04 -0.077
C 1.79 -3.83 -0.72 -0.006
C 3.13 -4.40 -1.27 -0.050
C 3.98 -3.52 -2.21 0.001
C 3.44 -2.09 -2.52 -0.031
C 2.15 -1.47 -1.90 0.008
C 2.10 0.06 -2.27 -0.332
O 1.64 0.94 -1.53 0.067
N 3.24 0.27 -3.18 0.104
C 3.94 -1.00 -3.53 -0.333
O 4.44 -1.24 -4.65 0.081
H 2.39 4.09 2.42 0.090
H 1.93 3.20 3.98 0.083
H 1.85 5.08 3.86 0.093
H -0.57 1.25 3.40 0.135
H -0.73 2.20 1.74 0.124
H -3.21 2.70 3.25 0.124
H -2.99 0.92 3.61 0.113
H -4.31 0.72 1.69 0.109
H -3.85 2.33 0.93 0.116
H -1.53 0.17 0.85 0.086
H -2.19 1.36 -0.42 0.125
H -3.47 -1.42 0.42 0.115
H -4.31 -0.14 -0.64 0.113
H -3.02 -0.68 -2.56 0.106
H -2.79 -2.28 -1.71 0.113
H -0.60 -1.38 -2.70 0.124
H -0.62 0.12 -1.66 0.093
H 0.04 -1.19 0.46 0.117
H -0.88 -2.68 -0.26 0.106
H 1.12 -4.50 -0.08 0.095
H 3.53 -5.45 -1.03 0.095
H 4.96 -3.84 -2.71 0.112
H 4.00 0.76 -2.68 0.151
```

The value obtained for the orbital gap is 0.3049 hartree. As for the energy: -1055.14855 Ha. As for the energy above the lowest of the compared OMol25 structures with the same formula, charge and spin: 200.03 kcal/mol. As for the charge: 0. As for the HOMO energy: -9.3719 eV.

3.
DFT (ωB97M-V/def2-TZVPD) results for the molecule C18H23NO4.

XYZ file:
```
46
Properties=species:S:1:pos:R:3:lowdin_charge:R:1
C 4.53 -3.10 -0.23 -0.066
O 3.49 -2.34 -0.79 -0.059
C 2.66 -1.63 0.01 -0.143
C 1.66 -0.89 -0.62 -0.070
C 0.76 -0.13 0.13 -0.153
N 0.77 -0.07 1.46 0.216
C 1.72 -0.77 2.05 -0.269
O 1.86 -0.80 3.38 0.092
C 2.91 -1.62 3.63 -0.092
C 3.46 -2.12 2.50 -0.013
C 2.70 -1.58 1.42 -0.063
C -0.36 0.58 -0.60 -0.345
C -1.11 1.53 0.36 -0.106
C -2.36 2.09 -0.24 -0.061
C -3.56 2.16 0.31 -0.352
C -4.72 2.77 -0.43 -0.067
C -3.92 1.69 1.69 -0.060
O -1.22 -0.43 -1.16 -0.139
C -1.96 -1.19 -0.24 -0.053
C 0.18 1.35 -1.85 -0.287
O -0.82 1.48 -2.82 -0.023
C 1.44 0.69 -2.46 -0.102
C 1.56 -0.79 -2.11 -0.108
H 5.05 -3.55 -1.07 0.097
H 5.22 -2.47 0.33 0.098
H 4.14 -3.89 0.42 0.098
H 3.17 -1.76 4.66 0.124
H 4.30 -2.79 2.47 0.098
H -1.30 0.99 1.28 0.091
H -0.41 2.34 0.60 0.134
H -2.23 2.48 -1.25 0.106
H -5.11 3.62 0.11 0.078
H -5.52 2.04 -0.54 0.078
H -4.41 3.10 -1.42 0.075
H -4.23 2.54 2.30 0.083
H -4.75 1.00 1.64 0.080
H -3.09 1.21 2.19 0.065
H -2.35 -2.04 -0.80 0.098
H -1.33 -1.56 0.58 0.097
H -2.80 -0.62 0.18 0.085
H 0.44 2.37 -1.54 0.154
H -1.32 0.65 -2.83 0.099
H 2.33 1.21 -2.10 0.122
H 1.39 0.82 -3.54 0.119
H 0.68 -1.33 -2.46 0.128
H 2.44 -1.23 -2.58 0.116
```

The value obtained for the orbital gap is 0.3389 hartree. As for the energy: -1055.37726 Ha. As for the energy above the lowest of the compared OMol25 structures with the same formula, charge and spin: 56.51 kcal/mol. As for the charge: 0. As for the HOMO energy: -8.5705 eV.

4.
DFT (ωB97M-V/def2-TZVPD) results for C18H24As2N2O3RhS2 as an isolated structure.

XYZ file:
```
52
Properties=species:S:1:pos:R:3:lowdin_charge:R:1
Rh -0.65 -0.75 -1.33 0.362
C 3.08 -0.82 -2.13 -0.253
As 1.76 -0.60 -0.72 1.093
C 2.60 -1.62 0.72 -0.258
C 2.03 1.27 -0.27 -0.410
C 3.09 1.68 0.53 -0.097
C 3.25 3.01 0.86 -0.063
C 2.34 3.95 0.41 -0.061
C 1.29 3.56 -0.40 -0.103
C 1.13 2.23 -0.76 -0.416
As -0.23 1.74 -2.09 1.139
C -1.66 3.04 -1.76 -0.285
C 0.63 2.57 -3.64 -0.264
H 4.06 -0.55 -1.74 0.039
H 2.83 -0.18 -2.97 0.024
H 3.10 -1.85 -2.48 0.034
H 3.64 -1.35 0.84 0.031
H 2.52 -2.67 0.46 0.031
H 2.06 -1.44 1.65 0.032
H 3.80 0.94 0.89 0.097
H 4.09 3.31 1.47 0.113
H 2.45 4.99 0.69 0.114
H 0.59 4.30 -0.76 0.099
H -1.39 4.02 -2.13 0.033
H -1.88 3.08 -0.70 0.033
H -2.55 2.69 -2.28 0.029
H 0.88 3.60 -3.40 0.034
H -0.05 2.54 -4.49 0.034
H 1.55 2.03 -3.91 0.023
O -2.59 0.18 -0.84 -0.168
N -3.04 0.17 0.33 0.044
N -2.16 -0.16 1.24 -0.179
O -0.94 -0.34 0.96 -0.096
C -2.62 -0.29 2.59 -0.166
C -3.98 -0.35 2.87 -0.003
C -4.39 -0.46 4.19 -0.053
C -3.45 -0.52 5.21 -0.052
C -2.09 -0.46 4.91 -0.053
C -1.67 -0.35 3.60 -0.002
H -4.70 -0.31 2.07 0.114
H -5.44 -0.51 4.42 0.116
H -3.77 -0.61 6.23 0.115
H -1.36 -0.50 5.71 0.115
H -0.62 -0.30 3.35 0.115
C 0.05 -5.85 -2.15 -0.050
O -0.05 -4.62 -2.89 -0.185
C -0.43 -3.51 -2.32 -1.279
S -0.89 -3.35 -0.71 0.626
S -0.48 -2.13 -3.34 0.597
H 0.85 -6.42 -2.62 0.100
H -0.89 -6.40 -2.24 0.105
H 0.27 -5.66 -1.11 0.054
```

The spin multiplicity is 5. The value obtained for the orbital gap (spin up / spin down) is 0.2500 / 0.2018 hartree. As for the energy: -6413.60021 Ha. As for the energy above the lowest of the compared OMol25 structures with the same formula, charge and spin: 0.00 kcal/mol. As for the charge: +1. As for the HOMO energy (spin up / spin down): -10.0738 / -11.3536 eV.

5.
DFT (ωB97M-V/def2-TZVPD) results for C18H24BrN6OS3V as an isolated structure.

XYZ file:
```
54
Properties=species:S:1:pos:R:3:lowdin_charge:R:1
V -0.26 -0.17 0.87 0.456
C 0.20 0.52 -2.86 -0.198
C -0.13 1.72 -1.97 -0.194
N -1.01 1.37 -0.86 -0.149
C -2.41 1.25 -1.22 -0.273
C -2.82 -0.14 -1.73 -0.419
S -2.05 -1.55 -0.87 0.899
C -1.10 -2.30 -2.24 -0.426
C 0.38 -1.92 -2.43 -0.273
N 0.69 -0.57 -2.06 -0.080
H -0.69 0.18 -3.40 0.100
H 0.91 0.84 -3.63 0.121
H 0.81 2.09 -1.54 0.096
H -0.55 2.52 -2.59 0.123
H -0.94 2.15 -0.19 -0.012
H -2.98 1.46 -0.32 0.094
H -2.71 1.99 -1.98 0.122
H -3.90 -0.25 -1.63 0.071
H -2.59 -0.26 -2.79 0.053
H -1.16 -3.38 -2.10 0.067
H -1.68 -2.09 -3.14 0.062
H 1.00 -2.58 -1.82 0.089
H 0.62 -2.16 -3.48 0.116
H 1.65 -0.44 -1.77 0.108
S 1.65 1.42 1.15 0.602
C 1.23 3.10 0.95 -1.170
S -0.30 3.72 1.37 0.506
C 2.21 3.93 0.39 -0.433
C 3.46 3.41 -0.09 -0.314
N 4.45 2.99 -0.51 0.100
C 2.02 5.33 0.20 -0.301
N 1.91 6.47 0.05 0.105
N -3.26 1.38 3.48 0.176
C -2.15 0.94 2.83 -0.522
O -2.18 0.76 1.61 -0.085
C -0.95 0.58 3.65 -0.235
C -0.26 -0.63 3.00 -0.288
H -3.97 1.82 2.93 0.108
H -3.15 1.69 4.43 0.099
H -1.25 0.47 4.70 0.098
H -0.30 1.46 3.57 0.094
H -0.78 -1.56 3.30 0.026
H 0.77 -0.70 3.38 0.023
Br 0.46 -5.87 0.63 0.733
C 1.31 -4.17 0.55 -0.677
C 2.68 -4.07 0.36 -0.116
C 3.23 -2.80 0.32 -0.039
C 2.41 -1.69 0.44 -0.137
N 1.08 -1.80 0.61 -0.049
C 0.54 -3.03 0.69 -0.209
H 3.29 -4.96 0.26 0.100
H 4.29 -2.66 0.19 0.111
H 2.81 -0.68 0.41 0.051
H -0.52 -3.09 0.87 0.088
```

The spin multiplicity is 4. The value obtained for the orbital gap (spin up / spin down) is 0.2024 / 0.2166 hartree. As for the energy: -5816.74732 Ha. As for the charge: -1. As for the HOMO energy (spin up / spin down): -3.5461 / -3.9364 eV.

Which of these has the highest energy?
number 2

The lowest charge belongs to which entry?
C18H24BrN6OS3V